{"formula": "C5H6BrN", "method": "the ωB97M-V functional and the def2-TZVPD basis", "homo_lumo_gap_ev": 9.8839, "e_homo_ha": -0.3391, "e_tot_ha": -2822.8040, "relative_energy_kcal_mol": 21.4, "species": ["C", "C", "C", "C", "C", "N", "Br", "H", "H", "H", "H", "H", "H"], "positions_angstrom": [[0.159568, 1.863208, 0.363364], [-0.748783, 1.028221, -0.248976], [-0.080538, -0.741571, -0.452933], [-1.141313, -0.220598, 0.399691], [1.332360, -0.844068, -0.003579], [0.989554, 2.470683, 0.841294], [-3.014023, -0.636225, 0.007818], [-1.240811, 1.344240, -1.096993], [-0.191035, -1.227253, -1.409077], [-0.958267, -0.307977, 1.431917], [1.457461, -1.937181, 0.085305], [1.473318, -0.196426, 0.865774], [1.962514, -0.595047, -0.783611]], "forces_ev_per_a": [[-0.28, -0.32, -0.42], [1.23, -2.99, -0.31], [-0.11, 2.57, -0.56], [-1.42, -0.83, -0.43], [-1.83, -1.07, 1.49], [1.63, 1.42, 1.15], [0.45, -0.33, 0.17], [-1.08, 0.56, -1.55], [-1.01, 0.40, -0.27], [0.02, 0.01, 1.27], [0.45, 0.35, 0.92], [0.56, -0.71, 0.08], [1.39, 0.93, -1.53]]}

{"formula": "C34H34N3O", "method": "the ωB97M-V functional and the def2-TZVPD basis", "homo_lumo_gap_ev": 6.8447, "e_homo_ha": -0.3784, "e_tot_ha": -1555.1787, "relative_energy_kcal_mol": 67.6, "charge": 1, "species": ["C", "O", "C", "C", "C", "C", "N", "C", "N", "C", "C", "C", "C", "C", "H", "H", "H", "H", "H", "H", "H", "H", "H", "H", "H", "H", "C", "C", "C", "C", "C", "N", "C", "C", "C", "C", "C", "C", "C", "C", "C", "C", "C", "C", "C", "C", "C", "C", "C", "C", "H", "H", "H", "H", "H", "H", "H", "H", "H", "H", "H", "H", "H", "H", "H", "H", "H", "H", "H", "H", "H", "H"], "positions_angstrom": [[6.089282, -4.050683, 0.895287], [5.216123, -2.897853, 0.849219], [3.862181, -3.045319, 0.840953], [3.122541, -1.858251, 0.628484], [1.740324, -1.895277, 0.498255], [1.051636, -3.114680, 0.588890], [-0.346643, -3.147221, 0.586215], [-1.160336, -2.071598, 0.312954], [-2.422270, -2.553840, 0.579383], [-3.677714, -1.872059, 0.627615], [-2.399655, -3.897022, 0.920527], [-1.121506, -4.278373, 0.904684], [1.769970, -4.294792, 0.846600], [3.164128, -4.274698, 1.002213], [7.096885, -3.632147, 0.849519], [5.954164, -4.601180, 1.837016], [5.909080, -4.698442, 0.030288], [3.667151, -0.920198, 0.557657], [1.203466, -0.951633, 0.381635], [-3.527152, -0.795421, 0.520186], [-4.365302, -2.228898, -0.154803], [-4.147472, -2.094307, 1.595325], [-3.296730, -4.398700, 1.220065], [-0.728860, -5.247171, 1.120784], [1.237757, -5.231201, 0.964391], [3.685801, -5.201887, 1.248901], [5.452983, 2.816075, 0.134743], [4.933278, 4.119836, 0.114460], [3.599200, 4.344073, 0.483680], [2.775530, 3.269607, 0.847083], [1.317287, 3.522729, 1.173486], [0.397698, 2.380827, 0.909324], [-0.787259, 2.314134, 1.806027], [-2.121033, 2.513534, 1.128726], [-3.085621, 1.504231, 1.186898], [-4.190294, 1.552309, 0.332284], [-4.416317, 2.694195, -0.445591], [-3.523278, 3.765746, -0.391732], [-2.398232, 3.697837, 0.435632], [0.509465, 1.588534, -0.156470], [-0.442925, 0.608529, -0.594667], [-1.015199, 0.836955, -1.797765], [-2.128936, 0.167471, -2.451047], [-2.997569, 0.904320, -3.306423], [-4.135699, 0.288051, -3.831673], [-4.405855, -1.061612, -3.533524], [-3.516140, -1.808610, -2.743181], [-2.378560, -1.192925, -2.241231], [3.324834, 1.989014, 0.956752], [4.650376, 1.751528, 0.556027], [6.488530, 2.635085, -0.164404], [5.565266, 4.960977, -0.175072], [3.175889, 5.352536, 0.478518], [1.222140, 3.784684, 2.238421], [0.971514, 4.402164, 0.598131], [-0.774071, 1.335334, 2.310599], [-0.636268, 3.089100, 2.570758], [-2.931991, 0.685515, 1.900557], [-4.885355, 0.710520, 0.271610], [-5.301796, 2.731761, -1.084179], [-3.699364, 4.653598, -1.005905], [-1.726657, 4.554358, 0.545900], [1.377269, 1.802829, -0.814672], [-0.719981, -0.323193, -0.011117], [-0.659769, 1.744896, -2.311075], [-2.760921, 1.946041, -3.502511], [-4.802078, 0.867831, -4.471937], [-5.308230, -1.534407, -3.927777], [-3.708953, -2.873399, -2.550670], [-1.633059, -1.746633, -1.652030], [2.709975, 1.173006, 1.336094], [5.043339, 0.733883, 0.596717]], "forces_ev_per_a": [[-0.61, 0.47, 0.13], [0.00, -0.26, 0.15], [-0.52, -0.57, -0.12], [0.11, -0.77, -0.04], [0.21, -0.09, 0.26], [1.48, -0.25, 0.42], [-2.29, -0.27, -0.50], [-0.63, -0.95, 1.65], [1.39, -0.83, -0.03], [-0.74, 0.61, -0.07], [0.14, 0.60, -0.04], [0.56, 0.11, 0.12], [0.31, 0.78, 0.01], [0.19, 0.88, -0.29], [-0.21, -0.16, 0.02], [0.05, 0.09, -0.27], [0.01, 0.04, 0.17], [-0.13, -0.22, -0.04], [0.12, -0.52, -0.04], [-0.02, -0.50, -0.06], [0.31, 0.18, 0.15], [0.09, 0.26, -0.16], [-0.10, -0.31, -0.09], [0.20, -0.13, 0.07], [0.23, 0.08, -0.03], [-0.11, 0.36, -0.21], [-0.22, 0.14, 0.01], [-0.27, -0.29, 0.33], [0.03, -0.28, -0.28], [0.37, -0.20, 0.04], [0.40, 0.32, 0.03], [-0.12, -0.98, -1.38], [-0.18, -0.17, 0.83], [-0.35, 0.32, -0.02], [0.22, -0.02, -0.38], [-0.14, 0.44, 0.32], [0.18, -0.34, -0.03], [-0.05, 0.14, 0.16], [0.05, -0.40, -0.28], [0.28, 2.01, 0.73], [-0.45, -0.36, -0.19], [0.88, 1.11, -0.07], [-0.86, -0.14, -0.65], [0.34, -0.82, 0.68], [0.31, -0.17, 0.24], [0.18, 0.19, 0.13], [-0.33, 0.21, -0.53], [0.44, -0.13, 0.20], [0.43, 0.14, -0.38], [-0.33, 0.29, 0.27], [-0.39, 0.07, 0.08], [-0.21, -0.28, 0.07], [0.22, -0.28, -0.13], [-0.08, -0.24, -0.34], [-0.03, -0.44, 0.22], [0.04, 0.31, -0.14], [0.05, -0.31, -0.22], [-0.01, 0.10, -0.56], [0.12, 0.43, 0.16], [0.38, 0.04, 0.12], [-0.01, -0.26, 0.36], [-0.12, -0.28, -0.31], [-0.50, 0.05, 0.56], [-0.05, 0.67, -0.09], [-0.27, -0.29, -0.03], [-0.18, -0.08, -0.06], [0.13, -0.27, 0.18], [0.31, 0.17, 0.08], [0.13, 0.54, -0.12], [-0.63, 0.30, -0.59], [0.21, 0.05, -0.16], [0.01, 0.38, 0.02]]}